Record 1
117
Properties=species:S:1:pos:R:3:forces:R:3 method="wB97M-V/def2-TZVPD" smiles="CC(=O)N(C(C)=O)P(CB(O)O)[C@H](C)F.NC(N)=O.NC(N)=O.NC(N)=O.NC(N)=O.NC(N)=O.NC(N)=O.NC(N)=O.NC(N)=O.NC(N)=O.NC(N)=O.NC(N)=O" e_tot_ha=-3575.1150
C 0.731 -0.413 3.010 -0.2093 -0.2835 0.7336
C -0.391 -0.527 1.820 -5.5888 2.0138 1.6101
O -1.664 -0.182 2.164 7.4713 -1.9248 -2.2179
N -0.146 -0.939 0.386 -1.8394 0.2162 2.4876
C -1.440 -0.726 -0.428 -2.4154 4.3667 -3.9376
C -2.707 -1.791 -0.426 -0.6757 0.6114 1.1600
O -1.577 0.353 -1.217 1.5025 -6.3660 4.9856
P 0.197 -2.679 0.206 0.0940 -0.8341 -1.2115
C 2.018 -2.740 -0.484 0.7630 0.6005 -0.1993
B 3.157 -2.460 0.668 2.2654 -1.0486 0.9739
O 4.081 -3.592 1.035 -0.8689 4.3269 -0.5717
O 3.407 -1.181 1.367 -1.4724 -0.9668 -3.0196
C 0.127 -3.617 1.884 0.4889 -2.1409 0.7325
C 0.244 -5.239 1.496 -0.2354 0.8477 1.0591
F -1.213 -3.495 2.572 3.0872 0.2573 -1.5583
H 0.133 -0.369 4.043 1.2056 -0.1374 -2.4817
H 1.457 -1.326 3.099 -1.4531 1.7419 -0.5102
H 1.400 0.558 2.965 -1.5166 -1.9004 -0.3858
H -2.876 -2.338 -1.447 0.8901 1.0182 2.0173
H -3.682 -1.128 -0.235 2.3123 -1.1479 -0.4378
H -2.676 -2.546 0.497 0.2470 1.6109 -2.2029
H 2.219 -3.740 -1.103 -0.6519 2.1747 1.6015
H 2.064 -1.838 -1.262 -0.3864 -1.8779 1.6106
H 4.905 -3.111 1.400 -1.7689 -0.9498 -0.0553
H 3.000 -0.418 0.828 0.7076 -1.7842 1.2917
H 1.029 -3.404 2.598 -2.1495 -0.1453 -0.8020
H 1.287 -5.455 1.001 -2.1375 0.3959 0.8541
H 0.188 -5.797 2.550 0.1356 1.1422 -2.4528
H -0.679 -5.535 0.835 2.0016 0.5500 1.1870
C -3.953 3.498 -3.599 0.2134 -0.0193 0.1215
O -4.832 3.919 -4.336 -0.6283 0.0070 -0.5214
N -3.026 4.297 -3.042 0.5310 1.0547 0.2306
N -3.834 2.197 -3.280 -0.3918 -1.2700 0.0193
H -2.296 3.969 -2.433 -0.1804 -0.0442 -0.1400
H -3.080 5.285 -3.257 0.0104 -0.0195 0.0746
H -4.512 1.561 -3.679 0.3728 0.1801 0.1901
H -3.118 1.831 -2.675 -0.0189 -0.0722 -0.0169
C -1.010 -0.684 6.928 0.3106 -0.1474 -0.4662
O -0.014 -0.990 6.291 0.1945 0.0099 -0.0684
N -2.204 -0.461 6.349 -0.9333 0.1389 -0.9409
N -1.003 -0.543 8.265 0.5213 0.0553 1.5028
H -3.035 -0.209 6.856 0.1833 -0.0574 -0.1059
H -2.253 -0.557 5.343 -0.0519 0.0387 0.2526
H -0.124 -0.702 8.740 -0.3741 0.0578 -0.1709
H -1.812 -0.292 8.807 0.1586 -0.0643 -0.1316
C 5.736 -1.554 4.074 0.2547 0.6844 0.8573
O 5.660 -2.419 3.215 0.0098 -0.7483 -0.7414
N 6.813 -1.410 4.866 0.0925 -0.7694 -0.1758
N 4.750 -0.669 4.304 -1.3180 0.5082 -0.4128
H 6.895 -0.704 5.579 0.0689 0.0288 -0.1641
H 7.579 -2.056 4.726 -0.2848 0.6536 0.1340
H 3.921 -0.743 3.729 0.3123 -0.0145 0.0941
H 4.794 0.050 5.007 0.2513 -0.0896 0.1064
C -4.610 7.886 -2.630 -0.1530 -0.0714 -0.6738
O -3.614 7.580 -3.267 0.5611 -0.2524 -0.0986
N -5.804 8.109 -3.209 -0.4446 0.3241 -0.7838
N -4.603 8.027 -1.293 0.5620 0.0770 1.5457
H -6.635 8.362 -2.702 -0.1442 -0.2370 -0.1145
H -5.853 8.014 -4.215 0.0079 -0.0702 0.4336
H -3.724 7.868 -0.818 -0.3924 0.0623 -0.1818
H -5.412 8.278 -0.751 0.1065 -0.0920 -0.1588
C -5.420 1.165 -7.270 0.2779 0.3949 0.5158
O -4.205 1.080 -7.183 0.3449 -0.3265 -0.1986
N -6.128 0.529 -8.220 -0.3853 -1.0006 -1.4054
N -6.159 1.903 -6.422 -0.2252 0.4290 0.7961
H -7.129 0.587 -8.308 0.2175 -0.0137 0.0256
H -5.610 -0.037 -8.879 -0.3537 0.2222 0.2526
H -5.665 2.398 -5.691 -0.0624 0.3822 0.0155
H -7.161 1.985 -6.477 0.2260 -0.0227 -0.0269
C 9.968 -1.381 6.508 -0.2737 0.3292 -0.2570
O 9.089 -0.960 5.772 0.5359 0.0322 0.1704
N 10.895 -0.582 7.066 0.7212 1.1552 0.3449
N 10.087 -2.682 6.828 -0.2524 -1.4466 0.0133
H 11.625 -0.910 7.675 -0.1540 0.0607 -0.1239
H 10.841 0.405 6.851 0.0364 -0.3824 0.0999
H 9.409 -3.319 6.429 0.2913 0.2053 0.2571
H 10.803 -3.048 7.432 -0.1477 0.0643 -0.1208
C 7.607 -5.697 2.058 -0.9956 -0.1234 -0.6939
O 7.531 -6.562 1.199 0.2493 -0.3125 -0.1562
N 8.684 -5.552 2.850 1.7154 -0.2574 0.8507
N 6.621 -4.812 2.288 -0.5150 0.0239 -0.1519
H 8.766 -4.847 3.563 -0.0673 -0.1236 -0.2196
H 9.450 -6.199 2.710 -0.3105 0.2882 0.0689
H 5.792 -4.886 1.713 0.2354 -0.0365 0.2745
H 6.665 -4.093 2.991 -0.2660 0.1711 -0.1653
C -2.049 -4.279 -3.962 -0.0773 0.1752 0.3985
O -2.258 -3.887 -2.825 -0.0743 0.0165 0.1921
N -2.268 -5.550 -4.345 -0.3658 -1.4068 0.0866
N -1.581 -3.475 -4.934 0.4267 1.2033 -0.6701
H -2.101 -5.892 -5.276 -0.0312 0.0964 0.1342
H -2.620 -6.188 -3.643 0.1452 0.2457 -0.3023
H -1.403 -2.510 -4.687 -0.0445 -0.3492 -0.1164
H -1.403 -3.780 -5.876 -0.0109 0.0017 0.0853
C -2.724 -2.934 -9.362 0.0636 -0.4157 0.3996
O -2.400 -4.081 -9.095 0.1366 -0.2844 0.0858
N -3.163 -2.066 -8.433 -0.3967 0.3846 1.0421
N -2.669 -2.435 -10.611 0.1930 0.0785 -1.5673
H -3.434 -1.119 -8.634 0.1553 0.0288 0.2565
H -3.219 -2.402 -7.480 -0.0445 0.2460 -0.3248
H -2.344 -3.056 -11.341 -0.1316 0.2793 0.2828
H -2.931 -1.494 -10.850 0.0883 -0.1710 0.0816
C 5.676 2.609 6.015 0.1125 -0.2101 -0.0144
O 6.000 1.462 6.282 -0.0259 -0.4321 0.0786
N 5.237 3.476 6.945 -0.3510 0.4798 1.2876
N 5.731 3.107 4.767 0.2033 0.0135 -1.3355
H 4.966 4.424 6.744 0.0589 -0.1999 0.0234
H 5.181 3.141 7.897 0.0012 0.1582 -0.3640
H 6.056 2.487 4.037 -0.1028 0.2309 0.2181
H 5.469 4.048 4.527 0.0419 -0.1884 0.0575
C -9.645 8.052 -3.329 0.3061 -0.0748 0.2457
O -8.665 7.924 -2.613 0.1336 0.0498 0.2020
N -9.849 9.138 -4.097 0.2284 1.2854 -0.6081
N -10.610 7.119 -3.414 -0.6730 -1.1776 0.2805
H -10.650 9.261 -4.693 0.1688 -0.0344 0.1180
H -9.146 9.864 -4.062 -0.3088 -0.2499 -0.0493
H -10.496 6.285 -2.852 -0.0577 0.3030 -0.2404
H -11.425 7.206 -3.998 0.1808 -0.0034 0.1153

---

Record 2
94
Properties=species:S:1:pos:R:3:forces:R:3 method="wB97M-V/def2-TZVPD" total_charge=-1 de_lowest_kj_mol=21.53 e_tot_ha=-2195.6429
C 0.897 0.905 -1.915 -0.2694 0.0416 -0.0962
C -0.423 0.668 -1.148 0.6909 0.2495 0.1467
C -0.214 -0.108 0.133 -0.4187 0.0900 -0.4026
F 0.766 0.656 0.849 0.0626 -0.0171 0.1755
P -1.789 -0.216 1.261 1.0559 0.5578 1.3856
N -2.826 -1.011 -0.187 -0.7105 -0.8990 -1.2004
C -4.188 -0.645 -0.153 -0.4459 -0.0622 0.6980
C -4.579 0.397 -1.183 0.0163 0.2406 0.4755
O -5.033 -1.071 0.617 0.5328 0.1789 -0.5286
C -2.644 -2.396 -0.326 -0.4598 -0.3818 1.0807
C -1.505 -2.846 -1.208 -0.1294 0.3195 0.1412
O -3.356 -3.248 0.194 0.2519 0.3043 -0.6015
H 1.712 0.341 -1.474 0.1514 -0.0292 0.0633
H 0.832 0.609 -2.962 -0.1113 -0.0351 -0.0873
H 1.150 1.964 -1.888 0.2363 0.0503 -0.0187
H -0.796 1.637 -0.814 -0.3369 0.0512 -0.1614
H -1.181 0.216 -1.778 -0.1253 -0.1510 0.0657
H 0.254 -1.076 -0.048 0.0928 -0.0564 0.1796
H -2.125 1.138 0.740 -0.2096 -0.1479 -0.1124
H -2.978 -0.191 2.094 -0.0559 -0.1753 -0.2926
H -1.469 -1.563 1.743 -0.0579 -0.0853 -0.4492
H -1.025 0.323 2.328 -0.0798 -0.0463 -0.1103
H -3.715 0.880 -1.624 0.0730 -0.0064 -0.1373
H -5.188 1.142 -0.674 -0.0903 0.1054 -0.0529
H -5.207 -0.072 -1.937 0.0415 -0.0984 -0.1650
H -1.933 -3.103 -2.174 -0.0380 -0.0821 -0.1039
H -1.066 -3.744 -0.786 0.1314 -0.0846 -0.0038
H -0.768 -2.071 -1.372 0.0976 -0.0201 -0.0459
C -3.812 -3.585 3.418 0.1219 -0.0809 0.1474
O -2.899 -3.172 4.445 -0.3076 0.0828 0.0313
H -4.222 -2.692 2.953 0.0899 0.0277 -0.0702
H -3.305 -4.168 2.650 -0.0726 0.0636 -0.0969
H -4.625 -4.179 3.856 -0.0351 -0.0109 -0.1387
H -2.533 -3.965 4.843 0.0837 -0.0308 0.0256
C 4.395 -1.348 -2.362 0.0018 0.1297 0.2590
O 3.494 -1.419 -1.267 0.1216 -0.1532 -0.1473
H 3.988 -1.962 -3.162 -0.0282 -0.0355 0.0029
H 4.497 -0.319 -2.722 0.0260 -0.0353 -0.0767
H 5.382 -1.735 -2.095 0.0246 -0.0070 -0.1024
H 3.850 -0.877 -0.557 -0.0926 0.0473 0.0901
C -0.414 2.891 4.574 0.0909 0.3330 -0.5289
O -0.380 1.887 3.572 0.0649 0.1332 0.5940
H -1.210 2.651 5.277 -0.0299 -0.1149 -0.0610
H 0.530 2.972 5.124 -0.0134 -0.0220 0.0083
H -0.627 3.845 4.083 -0.0088 0.1700 0.3741
H 0.313 2.100 2.939 0.0642 -0.1811 -0.0402
C -0.337 6.692 2.971 -0.0234 -0.3113 -0.3001
O 0.843 5.939 3.227 0.1303 0.2511 0.1765
H -0.798 6.921 3.929 0.0246 -0.0250 0.0310
H -0.113 7.629 2.452 -0.0204 0.0148 0.0470
H -1.023 6.088 2.368 -0.0889 0.1900 0.1100
H 1.225 5.702 2.379 -0.0135 -0.1243 -0.0556
C -3.013 3.713 1.859 0.0257 -0.0862 0.0264
O -1.622 3.884 1.610 -0.0090 0.1278 -0.2726
H -3.461 4.706 1.899 0.0159 0.0423 0.0117
H -3.493 3.136 1.065 0.0092 -0.0158 0.0271
H -3.181 3.207 2.813 -0.0124 -0.0216 -0.0046
H -1.234 2.998 1.584 -0.1300 -0.1221 0.0123
C 0.302 -4.933 -4.130 -0.0685 -0.0865 0.1204
O -0.932 -5.111 -3.450 0.0876 -0.0511 -0.2565
H 0.298 -3.927 -4.542 -0.0194 0.0698 0.0182
H 1.152 -5.019 -3.447 0.0335 0.0180 -0.0322
H 0.420 -5.654 -4.946 0.0341 0.0280 -0.0095
H -0.935 -5.989 -3.064 -0.0579 -0.0201 0.1046
C 8.445 -2.494 -1.418 0.0153 -0.1313 -0.1806
O 7.965 -2.854 -2.710 -0.0477 0.1268 0.0889
H 7.759 -1.755 -1.011 -0.0093 0.0071 0.0255
H 8.471 -3.357 -0.748 0.0058 0.0315 0.0418
H 9.444 -2.054 -1.481 -0.0042 0.0216 0.0949
H 8.559 -3.510 -3.081 0.0220 -0.0589 -0.0311
C 1.524 -1.372 -5.423 -0.1769 0.0151 0.0001
O 0.257 -1.298 -4.789 0.1216 -0.0370 -0.0422
H 2.273 -1.214 -4.652 0.0165 0.0130 0.0348
H 1.689 -2.354 -5.881 0.0587 0.0191 -0.0045
H 1.638 -0.597 -6.187 0.0519 -0.0143 -0.0052
H -0.423 -1.426 -5.454 -0.0964 0.0072 0.0087
C 8.540 1.033 -1.294 -0.0840 0.0651 0.2057
O 7.579 0.918 -0.250 0.0251 -0.1003 -0.1643
H 8.210 0.389 -2.105 0.0008 -0.0053 -0.0268
H 8.607 2.059 -1.664 0.0311 -0.0140 -0.0306
H 9.526 0.702 -0.957 0.0348 0.0132 -0.0940
H 7.851 1.481 0.477 -0.0218 0.0377 0.0663
C -6.239 -1.435 6.023 0.1216 -0.1145 -0.0311
O -5.498 -2.612 6.305 -0.1971 0.0430 -0.0423
H -6.847 -1.215 6.899 -0.0076 -0.0004 0.0170
H -5.579 -0.586 5.828 -0.0374 0.0307 -0.0109
H -6.900 -1.574 5.162 -0.0166 0.0486 0.0029
H -4.952 -2.798 5.533 0.2831 0.0196 0.0986
C -1.532 3.875 -2.604 -0.1461 0.0929 0.4530
O -2.463 3.713 -1.541 -0.0541 0.1096 -0.3170
H -1.908 3.317 -3.457 -0.0114 -0.0273 -0.0145
H -1.438 4.932 -2.878 0.0701 -0.0361 -0.1203
H -0.552 3.480 -2.326 0.0426 -0.0032 -0.1126
H -2.128 4.183 -0.770 0.0956 -0.1636 0.2235

---

In eV, the HOMO values for the records above are, in order, -8.28, -4.01.
In hartree, the E_LUMO values for the records above are, in order, 0.014, 0.070.
In eV, the frontier orbital gap values for the records above are, in order, 8.65, 5.92.